C31H55B2FN10O2Ti | wB97M-V/def2-TZVPD

Structure (ORCA input):
```
! RIJCOSX wB97M-V def2-TZVPD def2/J DEFGRID3
* xyz 0 1
Ti -0.62366 1.01097 -0.01262
C -4.72824 -2.37733 0.11274
C -3.55313 -3.11218 -0.52273
C -4.02181 -4.35994 -1.27001
C -2.76308 -2.20439 -1.43090
C -1.93640 -2.53732 -2.53049
C -1.50488 -1.32344 -3.01196
N -2.02880 -0.35187 -2.23909
N -2.81615 -0.89376 -1.27717
B -2.15664 1.15241 -2.56224
N -3.04832 1.76341 -1.47743
C -4.34002 2.08663 -1.58005
C -4.82747 2.37400 -0.32500
C -3.74029 2.17410 0.53300
N -2.67328 1.79633 -0.17065
C -3.70020 2.34250 2.02196
C -4.43901 1.19416 2.70952
C -4.27802 3.69440 2.43633
N -0.76976 1.93726 -2.50907
C -0.09560 2.42977 -3.55595
C 0.65861 3.50933 -3.14538
C 0.38957 3.63373 -1.77723
N -0.46188 2.68151 -1.40045
C 0.86588 4.65906 -0.78616
C 1.27843 5.94960 -1.49189
C -0.18327 4.92468 0.28858
H -4.40621 -1.47073 0.62150
H -5.22869 -3.02607 0.83369
H -5.45495 -2.08150 -0.64661
H -2.90167 -3.44842 0.29242
H -4.63791 -4.08637 -2.12894
H -4.61677 -4.99721 -0.61459
H -3.18260 -4.95265 -1.63570
H -1.69603 -3.51104 -2.91862
H -0.85470 -1.08580 -3.83742
H -2.63179 1.33789 -3.64708
H -4.81741 2.08835 -2.54453
H -5.82018 2.69168 -0.06489
H -2.65297 2.31298 2.32591
H -5.50402 1.22929 2.47447
H -4.32881 1.26032 3.79179
H -4.05963 0.22588 2.38338
H -5.33939 3.75991 2.19197
H -3.76695 4.51393 1.93269
H -4.17766 3.83809 3.51247
H -0.23752 2.00618 -4.53610
H 1.28922 4.13062 -3.75384
H 1.75012 4.24980 -0.28949
H 0.44112 6.37369 -2.04849
H 2.09888 5.78377 -2.19063
H 1.60766 6.69107 -0.76310
H -1.12182 5.25909 -0.15753
H 0.17426 5.69980 0.96845
H -0.39042 4.03689 0.88811
C -0.74518 0.61914 2.01236
H -1.71887 0.12885 2.13926
H -0.65844 1.48505 2.66944
H 0.05249 -0.09148 2.24316
F 0.18976 -0.44541 -0.59472
C 4.58203 0.66968 0.36360
C 3.66118 1.88156 0.35090
C 4.26621 2.95370 -0.54657
O 2.41141 1.46368 -0.25375
B 1.36575 1.80519 0.56285
O 1.77909 2.47618 1.68470
C 3.22392 2.38051 1.77864
C 3.49872 1.38210 2.89468
C 3.76257 3.74843 2.16194
H 4.79684 0.37532 -0.66279
H 4.11954 -0.17600 0.86577
H 5.52840 0.89839 0.85639
H 4.41273 2.52863 -1.53895
H 5.23432 3.28658 -0.17138
H 3.62347 3.82384 -0.64801
H 3.05509 0.41117 2.67746
H 3.04830 1.75724 3.81324
H 4.56741 1.24808 3.06528
H 3.46312 4.51604 1.45219
H 4.85177 3.73756 2.21637
H 3.37928 4.02396 3.14340
C 1.56786 -3.16707 2.47891
N 0.71677 -2.56013 1.46004
C 1.06970 -3.14360 0.16227
N 0.92582 -4.60389 0.15787
C 1.76192 -5.15762 1.22000
N 1.41810 -4.62378 2.53947
C 0.00532 -4.92284 2.79289
N -0.88297 -4.36035 1.77220
C -0.67099 -2.90714 1.74854
C -0.46896 -4.90531 0.47376
H 1.30931 -2.74512 3.45458
H 2.61321 -2.93099 2.26087
H 2.10442 -2.88226 -0.07242
H 0.42429 -2.71901 -0.60468
H 2.80841 -4.92470 1.00710
H 1.64349 -6.24460 1.23632
H -0.27240 -4.51560 3.76815
H -0.12433 -6.00711 2.81633
H -0.95235 -2.48940 2.71884
H -1.30828 -2.45991 0.97837
H -1.09729 -4.47973 -0.30991
H -0.60761 -5.99006 0.48761
*
```

Gap between HOMO and LUMO: 8.73 eV
Strongest force on any atom: 0.012 Eh/bohr
ΔE to the lowest compared entry with this formula, charge and spin: 4.2 kcal/mol
E_HOMO: -8.32 eV
Energy: -2911.53616 hartree

These are the Mulliken partial charges, in e, on atoms 1 to 5:
1 Ti 0.27
2 C -1.56
3 C 1.89
4 C -1.91
5 C 0.50

C31H55NO24 | wB97M-V/def2-TZVPD

Structure (ORCA input):
```
! RIJCOSX wB97M-V def2-TZVPD def2/J DEFGRID3
* xyz 0 1
C -0.57900 -1.74921 -3.20936
C -0.50249 -0.93651 -1.91240
C -1.67857 -1.10710 -0.99891
O -1.01669 -1.28750 0.24186
C 0.32296 -1.46163 0.12176
O 1.08046 -1.67072 1.01653
O 0.63967 -1.30598 -1.12027
H -0.73274 -2.80721 -2.97804
H 0.26055 -1.57740 -3.84587
H -1.38483 -1.59850 -3.90086
H -0.40258 0.14700 -2.27477
H -2.34058 -1.91130 -1.23426
H -2.26673 -0.19976 -1.07751
C -6.18010 3.30547 -3.96824
C -4.87644 2.59737 -3.40241
C -4.99470 2.30561 -1.93461
O -4.57456 0.93111 -1.94503
C -4.60610 0.36209 -3.13554
O -4.51785 -0.88306 -3.41519
O -4.81388 1.33509 -4.01953
H -6.33227 4.31259 -3.65390
H -6.98814 2.69044 -3.64076
H -6.08030 3.32996 -5.04720
H -4.04534 3.24909 -3.57083
H -5.97578 2.39490 -1.52951
H -4.40885 3.05623 -1.26147
C 3.03844 -0.78407 -3.05307
C 3.73566 -0.92612 -1.67244
C 4.84224 -2.02316 -1.61957
O 5.85221 -1.27457 -0.94576
C 5.62155 0.03017 -1.01429
O 6.44906 0.85592 -0.69803
O 4.42290 0.27593 -1.35826
H 2.54680 0.21955 -2.80711
H 2.29801 -1.52788 -3.12638
H 3.62708 -0.85128 -3.99635
H 3.07615 -1.17108 -0.80180
H 5.29807 -2.38934 -2.52869
H 4.51155 -2.92849 -1.07013
C -2.47874 0.97445 -6.04487
O -1.38116 0.88449 -5.11459
C -0.52826 1.91015 -5.06899
O -0.71088 2.98546 -5.85647
O 0.57334 1.78456 -4.29598
C 1.53763 2.77604 -4.22462
H -2.90478 1.99790 -5.97914
H -3.23679 0.20748 -5.77176
H -2.18811 0.92878 -7.10215
H 2.14345 2.88679 -5.07767
H 2.23145 2.51400 -3.39408
H 1.06791 3.77675 -3.99192
C -3.65137 1.18864 1.39964
O -3.80616 2.50413 0.92008
C -2.85935 3.43119 1.07823
O -1.63529 3.18724 1.67909
O -3.26942 4.62371 0.68697
C -2.40521 5.77380 0.74368
H -2.69691 0.75495 1.14005
H -4.33654 0.54642 0.96362
H -3.90012 1.31574 2.45526
H -2.90454 6.65622 0.42805
H -1.55944 5.68221 0.09786
H -2.05731 5.83408 1.76857
C 3.49039 -0.20015 2.26878
O 4.71255 -0.81593 2.59456
C 5.06619 -2.02254 2.06008
O 4.20943 -2.79368 1.28000
O 6.31152 -2.38533 2.31362
C 6.84946 -3.54851 1.60711
H 2.63107 -0.61919 2.79172
H 3.27383 -0.12678 1.20314
H 3.54998 0.84562 2.59049
H 6.33076 -4.40215 2.10967
H 7.88767 -3.70563 1.83535
H 6.62930 -3.48543 0.55677
C 1.03781 1.66180 0.03539
O 0.77896 3.00170 -0.36548
C -0.24545 3.28141 -1.21184
O -1.16943 2.23376 -1.61400
O -0.32832 4.54601 -1.72031
C -1.51981 4.79210 -2.51555
H 1.66171 1.67252 0.91855
H 1.64125 1.16828 -0.70353
H 0.11556 1.10746 0.20258
H -2.40252 4.52845 -1.88364
H -1.52931 4.17397 -3.38474
H -1.81283 5.73508 -2.89875
C 2.20162 -3.50674 3.85580
O 1.66054 -3.95862 5.10460
C 2.37259 -4.08624 6.21317
O 3.81594 -3.97820 6.19632
O 1.63300 -4.23219 7.30014
C 2.36385 -4.24769 8.58240
H 2.79423 -4.31362 3.52013
H 2.75907 -2.53180 3.91245
H 1.40003 -3.26867 3.10351
H 1.67988 -4.33865 9.46494
H 2.88512 -3.30563 8.64107
H 3.13954 -5.03433 8.70471
C -2.46937 -3.25913 5.50524
C -1.21824 -2.89877 4.70246
C -1.51245 -1.88770 3.64692
C -2.51093 -2.31190 2.61909
N -3.19124 -2.58485 1.71975
H -2.86234 -2.47457 6.13716
H -2.26137 -4.19438 6.13336
H -3.36615 -3.47321 4.84188
H -0.80431 -3.82036 4.27268
H -0.50258 -2.53846 5.38828
H -0.60483 -1.54475 3.13250
H -1.93961 -1.00421 4.18087
*
```

Gap between HOMO and LUMO: 10.00 eV
Strongest force on any atom: 0.171 Eh/bohr
ΔE to the lowest compared entry with this formula, charge and spin: 5.5 kcal/mol
SMILES: C[C@H]1COC(=O)O1.C[C@H]1COC(=O)O1.C[C@H]1COC(=O)O1.COC(=O)OC.COC(=O)OC.COC(=O)OC.COC(=O)OC.COC(=O)OC.CCCC#N
E_HOMO: -9.77 eV
Energy: -3074.49555 hartree

These are the Mulliken partial charges, in e, on atoms 1 to 5:
1 C -1.84
2 C 2.16
3 C 0.37
4 O 0.00
5 C 0.27

C31H56EuN3O2P2 | wB97M-V/def2-TZVPD

Structure (ORCA input):
```
! RIJCOSX wB97M-V def2-TZVPD def2/J DEFGRID3
* xyz 1 8
C 2.48284 -1.25302 -1.68806
C 1.45558 0.58803 -2.70296
C 3.42530 -1.34341 -2.72449
C 2.32725 0.51031 -3.79350
C 3.33212 -0.46214 -3.79500
H 4.16669 -2.14362 -2.71979
H 2.22604 1.19796 -4.62554
H 4.01830 -0.53475 -4.63497
N 1.57824 -0.25897 -1.65667
P 0.71164 -2.66040 0.13044
P 0.02942 2.56472 -0.96958
C 2.42428 -2.28591 -0.54456
H 2.89849 -3.21287 -0.89133
H 3.02151 -1.90207 0.29788
C -2.47016 -0.36457 2.03549
O -3.31819 -0.08532 2.75865
C 0.27080 1.54221 -2.65323
H 0.37077 2.28257 -3.45193
C -1.65136 3.45511 -0.95115
C 1.53301 3.60279 -0.60038
C -0.28227 -3.64274 -1.16796
C 0.77458 -3.38347 1.88808
C -2.74851 2.53683 -0.31808
H -2.65801 2.50281 0.78336
H -3.75014 2.94263 -0.56894
H -2.71554 1.49735 -0.69751
C -1.58380 4.74129 -0.09293
H -1.37238 4.50171 0.96346
H -0.83647 5.45515 -0.47297
H -2.57415 5.22812 -0.13285
C -2.05286 3.77425 -2.40433
H -2.81425 4.57448 -2.40196
H -1.20030 4.12703 -3.00435
H -2.51554 2.90279 -2.90126
C 1.41800 4.15576 0.85739
H 0.79420 3.48232 1.47510
H 2.42352 4.19067 1.31825
H 0.98603 5.17160 0.89550
C 2.80070 2.71296 -0.66411
H 2.66078 1.79393 -0.07346
H 3.05802 2.45167 -1.69972
H 3.65726 3.25860 -0.22872
C 1.58369 4.70300 -1.67817
H 0.86333 4.50851 -2.49133
H 1.37564 5.68888 -1.23426
H 2.59069 4.75927 -2.12512
C -0.67551 -3.54410 2.43270
H -0.63824 -4.02941 3.42571
H -1.17134 -2.56054 2.56587
H -1.30353 -4.16826 1.77564
C 1.51958 -2.41221 2.84104
H 2.48463 -2.07874 2.43034
H 0.91289 -1.52252 3.08345
H 1.71953 -2.93135 3.79632
C 1.52915 -4.72365 1.82520
H 2.35389 -4.67693 1.09388
H 1.96553 -4.93529 2.81655
H 0.86992 -5.56927 1.57881
C 0.18692 -3.21772 -2.57566
H 1.24021 -3.48574 -2.74692
H -0.42246 -3.73391 -3.33864
H 0.05805 -2.13350 -2.72874
C -1.80005 -3.29854 -1.01036
H -2.15129 -2.64077 -1.82787
H -2.40459 -4.22495 -1.03364
H -2.03063 -2.78271 -0.05701
C -0.02908 -5.14679 -0.96533
H 1.05093 -5.36532 -0.93929
H -0.51874 -5.53557 -0.05652
H -0.46415 -5.68911 -1.82298
Eu -0.32288 0.00386 0.25631
N -1.44713 0.00915 -1.77678
C -1.05915 0.62518 -2.79167
C -1.80731 0.47449 -4.19060
C -1.31643 1.50174 -5.20175
C -1.48524 -0.91589 -4.74266
C -3.33608 0.59997 -3.96564
H -1.47355 2.53148 -4.85442
H -0.24586 1.35254 -5.39383
H -1.85371 1.38275 -6.15470
H -1.83362 -1.70542 -4.06331
H -1.97460 -1.06475 -5.71688
H -0.40048 -1.03077 -4.87998
H -3.79125 1.29376 -4.68784
H -3.82477 -0.37635 -4.08931
H -3.58456 0.95242 -2.95543
C 0.35932 1.48290 3.49042
C 1.62662 1.12563 2.78096
N 2.77587 1.29728 3.45462
O 1.64782 0.64286 1.60242
H 0.56464 2.02021 4.42362
H -0.19360 0.56790 3.73728
H -0.28747 2.11040 2.86050
H 3.67468 1.01409 3.05442
H 2.74942 1.65823 4.39666
*
```

Gap between HOMO and LUMO (spin up / spin down): 6.40 / 6.76 eV
Strongest force on any atom: 0.069 Eh/bohr
E_HOMO (spin up / spin down): -8.80 / -9.14 eV
Energy: -2922.41266 hartree

These are the Mulliken partial charges, in e, on atoms 1 to 5:
1 C -0.12
2 C -2.01
3 C -0.90
4 C -0.90
5 C -1.15

C31H57Cl22FNO5 | wB97M-V/def2-TZVPD

Structure (ORCA input):
```
! RIJCOSX wB97M-V def2-TZVPD def2/J DEFGRID3
* xyz -1 1
C -4.74192 5.37290 1.40227
C -3.41998 5.23841 0.60967
O -3.30004 3.92312 0.09190
C -2.12059 3.79719 -0.70624
C -0.99580 3.04105 0.13200
O -1.45782 2.95919 1.45337
C -0.64747 2.07318 2.27716
C -0.48115 2.85017 3.64197
C -0.44036 4.37252 3.39529
O 0.29932 4.92524 2.64767
C -1.39370 0.76751 2.55834
O -0.92162 -0.27922 2.23975
N -2.68358 0.68994 3.27303
C -3.69889 1.50426 2.70446
O -4.03664 2.47988 3.21718
F -4.26972 1.16349 1.53740
H -4.63237 6.06010 2.25672
H -5.48181 5.84695 0.73316
H -5.09951 4.40193 1.76756
H -2.60700 5.34648 1.35937
H -3.28904 6.01913 -0.16050
H -1.76425 4.77500 -1.06699
H -2.43374 3.13712 -1.55445
H -0.83286 2.01699 -0.24664
H -0.04813 3.61160 0.06688
H 0.44836 2.54743 4.16871
H -1.34395 2.63596 4.31217
H -1.17256 5.00096 3.96900
H -3.00970 -0.27482 3.16624
Cl 0.63239 0.06322 -4.01897
C -0.76907 0.66755 -4.94390
C -0.95418 2.15698 -4.78793
Cl -1.46564 2.61293 -3.13744
H -1.64987 0.11887 -4.61526
H -0.58519 0.42516 -5.99030
H -1.73453 2.50260 -5.46672
H -0.03947 2.69565 -5.01704
Cl 2.73996 1.32482 5.01212
C 4.08915 1.27582 3.85341
C 4.23399 2.59238 3.14154
Cl 2.86519 2.88263 2.05601
H 3.91341 0.45874 3.15591
H 4.99342 1.05156 4.42120
H 5.13939 2.59448 2.53141
H 4.29869 3.42090 3.84583
Cl 4.17891 1.37511 -8.76414
C 4.60923 1.44985 -7.03041
C 3.40499 1.31693 -6.13016
Cl 2.33217 2.73768 -6.23309
H 5.13552 2.38607 -6.85724
H 5.30049 0.62934 -6.84551
H 3.72447 1.23812 -5.08514
H 2.81842 0.43209 -6.37261
Cl -5.53276 4.97019 -2.02243
C -6.88841 5.54702 -3.01768
C -7.12423 7.02948 -2.85731
Cl -7.74223 7.44303 -1.23749
H -7.77238 4.97103 -2.74954
H -6.63725 5.32563 -4.05524
H -7.87275 7.36388 -3.57586
H -6.21136 7.59766 -3.02444
Cl -3.49471 -3.16436 3.11313
C -3.02667 -3.08365 4.83390
C -4.21751 -3.18348 5.75218
Cl -5.26685 -1.74254 5.65908
H -2.47517 -2.15780 4.98911
H -2.35574 -3.91119 5.00896
H -3.87884 -3.26166 6.78318
H -4.82550 -4.05735 5.52557
Cl 5.77949 0.73564 -4.21271
C 6.14968 0.81787 -2.46990
C 4.91501 0.67333 -1.61459
Cl 3.81661 2.06550 -1.74246
H 6.66171 1.75957 -2.28212
H 6.84094 0.00420 -2.25715
H 5.20652 0.59873 -0.56694
H 4.35076 -0.22022 -1.87680
Cl 6.73795 -2.62014 -3.72965
C 8.45540 -3.07774 -3.86427
C 9.24157 -2.74074 -2.62066
Cl 9.42382 -0.98295 -2.39140
H 8.86617 -2.58317 -4.74234
H 8.48136 -4.15380 -4.03362
H 10.24675 -3.15399 -2.69871
H 8.77167 -3.14998 -1.72863
Cl 2.05934 -6.32905 4.04606
C 0.63166 -5.69440 3.17828
C 0.48321 -4.20197 3.33252
Cl 0.05169 -3.74481 4.99920
H -0.24391 -6.22150 3.54634
H 0.76500 -5.94612 2.12676
H -0.31972 -3.84241 2.68799
H 1.39549 -3.67378 3.06374
Cl -0.73105 1.94088 -8.54859
C 0.60698 1.88680 -9.72260
C 0.77180 3.19127 -10.46004
Cl -0.58664 3.51751 -11.57018
H 0.42108 1.06064 -10.40647
H 1.51197 1.66814 -9.15844
H 1.67559 3.15722 -11.06752
H 0.85329 4.02997 -9.77182
Cl -1.87053 -7.65321 2.59611
C -1.81295 -9.43157 2.64970
C -0.45647 -9.94064 3.07303
Cl 0.79166 -9.63066 1.84043
H -2.09380 -9.80766 1.66794
H -2.56857 -9.75153 3.36674
H -0.49780 -11.01991 3.21829
H -0.13090 -9.48167 4.00501
Cl -2.50162 -6.08264 6.52517
C -1.97196 -6.00559 8.22585
C -3.12091 -6.15302 9.19457
Cl -4.21902 -4.75147 9.16712
H -1.44410 -5.06458 8.36937
H -1.26365 -6.82054 8.37146
H -2.73487 -6.23091 10.21064
H -3.70869 -7.04391 8.98213
*
```

Gap between HOMO and LUMO: 3.56 eV
Strongest force on any atom: 0.073 Eh/bohr
E_HOMO: -1.97 eV
Energy: -11870.38640 hartree

These are the Mulliken partial charges, in e, on atoms 1 to 5:
1 C -0.98
2 C -0.24
3 O -0.28
4 C -0.44
5 C -0.18